Model w:
# C4H12N2O

One molecule with the formula C4H12N2O (ωB97M-V with the def2-TZVPD basis set, OMol25).

Computed properties:
- spin multiplicity = 1
- highest occupied orbital energy (Eh) = -0.333

Each line ends with the Mulliken charge.
Atoms and positions in Å:
C  -2.242  0.191  -0.528  -1.225
C  -0.886  0.944  -0.199  -0.684
C  0.227  -0.015  0.186  1.098
C  0.597  -0.994  -0.927  -1.662
O  -0.071  -0.700  1.392  -0.570
N  1.410  0.906  0.429  -0.293
N  2.548  0.331  1.050  -0.658
H  -2.580  -0.393  0.325  0.310
H  -3.000  0.940  -0.744  0.377
H  -2.143  -0.455  -1.397  0.315
H  -0.579  1.512  -1.075  0.345
H  -1.072  1.620  0.637  0.316
H  0.877  -0.445  -1.822  0.309
H  -0.241  -1.647  -1.160  0.434
H  1.435  -1.611  -0.608  0.432
H  -0.726  -1.381  1.213  0.330
H  1.146  1.700  1.008  0.295
H  3.022  -0.257  0.371  0.250
H  2.278  -0.244  1.851  0.281


Model x:
# C4H12N2O

One molecule with the formula C4H12N2O (ωB97M-V with the def2-TZVPD basis set, OMol25).

Computed properties:
- spin multiplicity = 1
- highest occupied orbital energy (Eh) = -0.314

Each line ends with the Mulliken charge.
Atoms and positions in Å:
N  -1.285  -1.134  2.769  -0.514
C  -0.248  -0.948  1.849  -0.546
N  -0.496  0.255  0.883  -0.383
C  0.539  0.879  0.114  -0.614
C  1.023  -0.010  -1.088  -0.423
C  0.177  0.200  -2.260  -0.378
O  0.052  1.454  -2.846  -0.469
H  -1.289  -0.268  3.366  0.274
H  -2.161  -1.453  2.402  0.230
H  -0.039  -1.842  1.046  0.264
H  0.706  -0.928  2.388  0.351
H  -1.305  -0.056  0.349  0.275
H  1.380  1.121  0.735  0.323
H  -0.032  1.756  -0.375  0.243
H  1.185  -1.067  -0.830  0.318
H  1.985  0.408  -1.455  0.301
H  -0.869  0.038  -1.805  0.192
H  0.492  -0.488  -3.072  0.286
H  0.184  2.082  -2.169  0.271


Stability check: which of them is most stable? model w.


Model w:
# C4H12N2O

A 2-piece molecular cluster, C4H12N2O overall (ωB97M-V with the def2-TZVPD basis set, OMol25).

Computed properties:
- spin multiplicity = 1
- highest occupied orbital energy (Eh) = -0.336

Each line ends with the Mulliken charge.
Atoms and positions in Å:
C  -0.188  -0.098  2.661  -1.025
C  -0.822  0.107  1.522  0.605
N  -2.200  -0.289  1.334  -0.518
C  -0.223  0.828  0.361  -0.823
C  -0.374  0.126  -0.994  -0.430
N  0.586  -0.977  -1.167  -0.581
H  -0.533  -0.743  3.465  0.232
H  0.760  0.335  2.887  0.298
H  -2.755  0.516  1.599  0.260
H  -2.390  -1.042  1.985  0.267
H  -0.648  1.843  0.318  0.332
H  0.830  1.098  0.502  0.353
H  -1.418  -0.106  -1.185  0.373
H  -0.090  0.906  -1.709  0.157
H  1.323  -0.746  -0.509  0.286
H  0.256  -1.888  -0.890  0.238
O  2.755  0.306  -2.866  -0.680
H  2.088  -0.364  -2.649  0.358
H  2.267  1.132  -2.973  0.298


Model x:
# C4H12N2O

One molecule with the formula C4H12N2O (ωB97M-V with the def2-TZVPD basis set, OMol25).

Computed properties:
- spin multiplicity = 1
- highest occupied orbital energy (Eh) = -0.324

Each line ends with the Mulliken charge.
Atoms and positions in Å:
N  -2.490  -1.014  1.146  -0.437
C  -2.204  0.129  0.288  -0.295
C  -1.394  -0.304  -0.933  -0.894
N  0.043  -0.519  -0.754  -0.356
C  0.755  0.399  0.120  -0.337
C  2.247  0.080  0.034  -0.575
O  3.064  1.235  0.049  -0.522
H  -2.292  -1.937  0.815  0.145
H  -3.193  -0.993  1.856  0.153
H  -3.161  0.545  -0.056  0.321
H  -1.645  0.875  0.849  0.240
H  -1.544  0.498  -1.665  0.289
H  -1.784  -1.260  -1.260  0.486
H  0.137  -1.418  -0.279  0.282
H  0.344  0.302  1.134  0.257
H  0.580  1.436  -0.201  0.342
H  2.396  -0.527  -0.858  0.312
H  2.541  -0.466  0.924  0.279
H  3.103  1.629  -0.830  0.310


Model y:
# C4H12N2O

A 2-piece molecular cluster, C4H12N2O overall (ωB97M-V with the def2-TZVPD basis set, OMol25).

Computed properties:
- spin multiplicity = 1
- highest occupied orbital energy (Eh) = -0.305

Each line ends with the Mulliken charge.
Atoms and positions in Å:
C  -2.244  0.035  -1.984  -0.325
N  -1.274  -0.365  -1.274  -0.369
C  -1.515  -0.580  0.179  -0.641
C  -0.129  -0.723  0.845  -0.612
C  0.389  0.707  1.212  -0.668
N  0.511  1.570  -0.005  -0.411
H  -1.991  0.214  -3.031  0.262
H  -3.203  0.473  -1.695  0.242
H  -2.100  0.235  0.633  0.387
H  -2.087  -1.525  0.139  0.422
H  0.455  -1.122  0.026  0.389
H  -0.230  -1.177  1.830  0.246
H  1.437  0.637  1.482  0.357
H  -0.200  1.250  1.937  0.370
H  1.420  1.909  -0.255  0.174
H  -0.253  2.225  -0.037  0.170
O  3.274  -0.661  0.598  -0.600
H  3.936  -1.225  0.155  0.303
H  2.694  -1.350  0.918  0.305


Model z:
# C4H12N2O

One molecule with the formula C4H12N2O (ωB97M-V with the def2-TZVPD basis set, OMol25).

Computed properties:
- spin multiplicity = 1
- highest occupied orbital energy (Eh) = -0.328

Each line ends with the Mulliken charge.
Atoms and positions in Å:
N  1.935  -0.721  -1.465  -0.640
C  1.587  -1.276  -0.175  -0.266
C  1.412  -0.165  0.844  -0.827
N  0.351  0.811  0.521  -0.362
C  -0.918  0.262  0.088  -0.287
C  -2.047  1.282  0.272  -0.662
O  -3.312  0.674  -0.004  -0.519
H  1.209  -0.121  -1.833  0.205
H  2.076  -1.453  -2.159  0.234
H  2.392  -1.964  0.104  0.414
H  0.664  -1.863  -0.161  0.248
H  1.219  -0.563  1.837  0.323
H  2.333  0.422  0.943  0.384
H  0.734  1.454  -0.161  0.306
H  -0.971  -0.061  -0.966  0.171
H  -1.137  -0.604  0.733  0.332
H  -2.043  1.663  1.286  0.351
H  -1.941  2.072  -0.471  0.286
H  -3.542  0.151  0.768  0.310


Stability check: which of them is most stable? model z.


Model w:
# C4H12N2O

One molecule with the formula C4H12N2O (ωB97M-V with the def2-TZVPD basis set, OMol25).

Computed properties:
- spin multiplicity = 1
- highest occupied orbital energy (Eh) = -0.311

Each line ends with the Mulliken charge.
Atoms and positions in Å:
C  1.432  -1.399  0.631  -1.080
C  0.933  0.022  0.811  -0.025
O  1.639  1.056  0.214  -0.538
C  -0.594  0.185  0.375  -0.072
N  -1.077  1.282  1.196  -0.600
C  -0.728  0.394  -1.123  -0.556
N  -1.600  -0.618  -1.763  -0.637
H  1.279  -1.884  1.604  0.336
H  0.841  -1.998  -0.067  0.265
H  2.530  -1.459  0.540  0.311
H  0.852  0.256  1.900  0.325
H  2.579  1.039  0.412  0.320
H  -1.085  -0.755  0.626  0.418
H  -2.027  1.206  1.479  0.194
H  -0.658  2.178  1.001  0.190
H  0.275  0.468  -1.596  0.320
H  -1.056  1.366  -1.548  0.382
H  -1.121  -1.131  -2.491  0.219
H  -2.416  -0.209  -2.200  0.228


Model x:
# C4H12N2O

One molecule with the formula C4H12N2O (ωB97M-V with the def2-TZVPD basis set, OMol25).

Computed properties:
- spin multiplicity = 1
- highest occupied orbital energy (Eh) = -0.325

Each line ends with the Mulliken charge.
Atoms and positions in Å:
N  -1.904  -1.399  0.866  -0.610
C  -1.324  -0.579  1.951  -0.553
C  0.137  -0.284  1.595  -0.707
N  0.295  0.213  0.230  -0.332
C  1.332  -0.187  -0.687  -0.490
C  1.063  0.545  -2.043  -0.527
O  0.574  1.867  -1.945  -0.540
H  -2.912  -1.471  1.023  0.232
H  -1.787  -2.412  0.979  0.207
H  -1.763  0.432  2.023  0.291
H  -1.630  -1.025  2.907  0.405
H  0.762  -1.216  1.704  0.263
H  0.617  0.424  2.282  0.321
H  -0.617  0.107  -0.211  0.368
H  1.564  -1.232  -0.855  0.368
H  2.282  0.254  -0.391  0.302
H  0.351  -0.108  -2.572  0.272
H  2.027  0.585  -2.552  0.336
H  0.210  1.859  -1.043  0.394


Stability check: which of them is most stable? model w.